[1]
The following is a DFT calculation (the ωB97M-V functional and the def2-TZVPD basis) of a molecular structure, C21H35AsF6NO7ReS2Sb.

Cartesian coordinates (Å):
Re: 0.69140 0.77022 0.37480
H: 5.11240 -2.35175 -0.74869
O: 0.06858 2.32111 1.90946
H: -0.37993 -2.25195 -3.89890
C: 2.32436 -2.92558 0.36586
H: -0.56665 -2.91799 1.65711
H: -2.27988 0.71026 2.85600
H: 5.97931 -1.21676 -1.76877
H: -3.10721 -0.86246 2.70699
F: 4.17778 3.51348 -2.23111
O: -0.37149 1.52982 -1.22425
C: -0.09820 -2.09340 -2.85788
C: -1.47837 3.31595 -2.80133
H: 2.07629 3.94236 4.09704
H: 3.98279 0.27070 -1.93398
Sb: 2.06015 -1.18267 -0.83277
F: -2.45708 2.44117 -2.94165
H: -6.81376 -1.71096 1.48951
S: -0.71961 3.00813 -1.13261
H: 0.08508 0.77930 4.14472
C: 4.99198 -1.62277 -1.55009
O: 3.27244 1.65399 3.09578
C: -1.23158 -2.57438 0.86813
H: 4.65469 -2.14999 -2.44393
H: 4.35492 0.00193 -0.23543
C: -4.97908 -0.94777 0.68865
H: 2.00247 -2.63777 -3.04828
H: -0.70995 -1.27137 -2.47630
H: -1.49816 -0.78316 3.44988
H: 1.28782 -4.34601 -0.93409
S: 2.03770 3.42286 -0.78377
C: -6.01171 -1.87013 0.78150
C: 1.39089 -1.78194 -2.76136
O: 2.11109 1.93125 -0.75745
C: -6.02448 -2.98442 -0.04496
O: 2.64862 4.09780 0.30035
H: -2.22983 -2.98218 1.02539
F: -0.55854 3.13426 -3.72562
O: 1.83160 0.50400 1.78719
H: 1.83414 4.31638 2.38877
H: -0.35853 -3.00235 -2.31450
H: 0.97714 1.93515 5.14065
C: 0.30800 1.83510 4.28683
H: -0.61349 2.37435 4.50470
H: 0.48456 4.46562 3.54839
H: 1.59135 -2.89984 1.16938
F: -1.93454 4.54230 -2.81965
H: 1.66367 -0.95449 -3.41861
H: -3.19468 -2.38940 -1.80509
H: 3.02954 -4.26377 -1.20179
H: -2.37271 -0.11754 -1.30527
C: 4.04505 -0.49201 -1.15745
C: -2.81305 -0.16125 -0.31092
C: -3.97665 -2.24989 -1.06572
H: -6.83303 -3.69924 0.02323
H: -0.34202 3.16883 1.67771
C: 1.36755 3.88678 3.27267
H: -0.86616 -2.89296 -0.10495
C: -3.95105 -1.13409 -0.23201
F: 2.78449 5.14369 -2.56112
F: 2.34898 3.16664 -3.34312
C: 2.25188 -4.22015 -0.43878
H: 3.30406 -2.79841 0.82829
C: -2.14295 -0.35461 2.68577
H: -4.99292 -0.06143 1.31358
N: 0.54886 3.89195 -1.03089
As: -1.38329 -0.65806 0.94199
C: -5.00923 -3.17007 -0.97425
O: -1.69573 3.29550 -0.13388
H: 2.39565 -5.07584 0.22074
H: -5.02958 -4.02653 -1.63470
H: -3.10638 0.84968 -0.02209
C: 2.91321 3.85410 -2.36211
C: 0.97096 2.44167 3.05704
C: 2.17006 1.57106 2.71201

HOMO energy (alpha / beta) = -14.07 / -14.07 eV
Kohn-Sham gap (alpha / beta) = 0.2168 / 0.2294 hartree
Net charge = +2
LUMO (alpha / beta) = -8.2 / -7.8 eV
ΔE to the lowest compared entry with this formula, charge and spin = 10.1 kcal/mol
Spin multiplicity = 2

=====

[2]
The following is a DFT calculation (the ωB97M-V functional and the def2-TZVPD basis) of a molecular structure, C21H35Br36N3O3P.

Cartesian coordinates (Å):
H: 9.65207 -5.54988 -5.66835
Br: 8.60738 -5.72712 -7.90100
C: -0.69768 0.33659 -3.12870
H: 1.98522 0.61673 -1.19950
Br: 4.81347 -11.00267 2.38516
Br: 1.15299 -3.42026 6.64064
Br: -3.69632 3.51094 2.49096
H: 1.80201 0.73431 4.01372
H: -5.03427 -1.65538 3.44854
O: -1.84017 -2.74760 1.06296
H: 0.53262 -2.24395 0.15194
C: -1.06111 -2.83007 -1.22433
H: -0.88657 3.30332 3.29283
Br: 0.97678 1.74685 -5.48924
Br: 5.72857 -5.21691 6.33959
Br: -7.94516 3.37708 4.50741
Br: 4.80665 4.26417 -6.07602
C: 4.99611 -6.51002 5.11463
H: -1.39795 -2.48216 -2.18868
H: 4.71827 -5.97730 4.21862
H: -2.00614 6.78604 -5.52866
Br: 1.66989 -10.91340 2.91398
H: 0.84178 -4.90569 4.69681
H: -8.13010 7.08128 9.29451
H: 0.22858 1.06400 4.62161
H: -1.34061 -0.45344 -3.49341
C: 0.41119 0.24725 -0.15136
C: -2.52357 6.50701 -4.62400
Br: -6.09062 0.55393 3.11999
H: -2.61424 -1.56853 -0.46594
Br: 11.61851 -5.07137 -7.08206
Br: -10.02034 5.54325 9.68432
H: 3.52112 -9.78857 4.10247
Br: -6.39926 1.78904 6.82307
H: -0.88198 -3.89287 -1.28884
H: -1.78554 1.17202 -1.47800
O: -0.59404 2.56544 -2.30487
P: 0.41619 1.50056 2.25217
Br: -0.49047 -2.96101 3.94571
Br: 9.25467 -3.15703 -6.13571
H: -1.17113 3.14190 1.53922
N: -0.05652 -0.61083 -1.09373
C: 0.19744 -2.04896 -0.85324
Br: -5.11880 5.96387 3.95181
Br: 7.67411 -2.17293 -9.47553
H: -2.99426 -3.26453 -0.50658
H: -3.58507 1.36851 -2.81678
Br: -1.32998 5.38475 -3.60959
H: -1.11646 -3.36670 1.12367
C: 1.01348 -3.84254 4.77191
Br: 6.11874 0.45446 -10.38721
C: 3.42434 -10.78642 3.70125
Br: -4.11059 5.54944 -5.14805
Br: -5.63466 -1.83481 1.05646
H: -2.62580 1.43931 -4.27845
H: 0.96179 -2.36958 -1.54309
N: -0.18093 0.37360 0.98880
C: -4.99293 -0.94414 2.63822
Br: 0.18588 4.21312 -7.34643
H: -0.80216 2.99803 -1.47903
Br: 4.46603 1.27911 -7.11848
H: 6.49524 2.49133 -6.42056
C: -7.54586 3.27503 6.39232
Br: 8.32091 0.61509 -8.07771
H: -1.00279 -0.18683 1.15972
C: -1.45945 1.44271 -2.47744
O: 0.37270 -0.20486 -2.34898
H: 1.18556 1.95535 -0.60686
H: -2.85292 2.87790 -3.25280
C: 0.84104 2.40515 -7.30030
H: -0.21853 0.77690 -4.00815
Br: 2.65272 -3.46396 3.82984
C: -3.53308 4.88549 3.83704
C: -2.71183 1.81299 -3.26760
Br: 6.29418 -7.83501 4.60734
H: -8.48328 3.10899 6.90023
Br: -3.05189 4.14377 5.55021
Br: 3.38889 -7.32565 5.80909
H: -1.92931 2.04421 2.61716
C: -8.71734 6.87367 10.17534
C: -2.20988 -2.55241 -0.27685
Br: -2.94692 8.13345 -3.68534
C: 9.76810 -4.96241 -6.56513
Br: -3.14582 -0.39809 2.46031
N: 1.46808 1.00492 -0.42400
Br: -6.82593 4.93229 7.05616
C: 7.76880 -0.26713 -9.70514
C: 5.49588 2.46742 -6.01267
H: -2.72582 5.53307 3.53344
Br: -0.21159 1.22845 -8.39931
H: 8.53021 -0.07126 -10.44357
Br: -9.55220 8.52466 10.70479
C: 0.75565 0.58971 3.80879
H: 1.84164 2.41644 -7.70710
C: -1.02639 2.62649 2.47336
H: 0.58564 -0.47107 3.76704
Br: 3.63786 -12.00969 5.17075
Br: -7.50737 6.21875 11.52267
Br: 5.63470 1.81490 -4.20423

HOMO energy = -11.11 eV
Kohn-Sham gap = 0.3204 hartree
Net charge = +1
LUMO = -2.4 eV
Spin multiplicity = 1

=====

[3]
The following is a DFT calculation (the ωB97M-V functional and the def2-TZVPD basis) of 9 unconnected molecules or ions with the total composition C21H35Cl16NO6S.

Cartesian coordinates (Å):
H: 2.49099 -0.36414 -4.00644
H: 5.18399 -6.77226 0.88029
H: 2.48425 -6.38111 -2.69836
C: 2.72458 -2.32359 3.27948
H: 0.83794 -5.22531 3.58502
S: -0.55027 -3.89927 4.81772
H: 1.04961 -1.28811 2.07465
O: 4.74175 -4.62868 -1.52008
C: 2.34991 -2.53952 0.67433
H: -4.29548 -1.43469 -2.49549
C: 1.34003 9.48213 -0.46120
H: -8.41979 -0.80966 -0.49131
H: -1.84359 9.67562 -3.40217
C: 2.88113 -3.86596 0.17138
H: -3.99692 0.22839 -1.91302
O: -1.37612 -4.18828 6.10576
Cl: -0.36694 9.75973 -0.82804
C: 4.74880 -7.11077 1.82370
C: 0.66041 -2.45335 5.06319
H: 0.31135 -1.48061 4.47416
Cl: -6.27605 0.05054 -0.98258
O: 0.21944 -5.35906 4.36824
C: -4.89343 4.12566 2.48967
H: 3.15519 -1.23854 3.37207
H: 0.71186 -3.14531 2.29422
H: -0.12593 6.49921 -0.35014
C: 2.21342 -2.88060 4.73647
H: 3.61906 -3.00871 2.89524
H: -0.95578 2.14093 0.00925
Cl: -0.79199 5.35028 -2.30299
H: -0.73406 2.80267 -1.50235
H: 2.42987 -4.02938 4.79807
C: -1.03651 5.98842 -0.67255
Cl: 1.59545 -5.29649 -4.59849
H: -5.79542 4.34583 3.06573
Cl: 0.74154 -5.05006 -1.82196
Cl: -3.03289 -1.39977 -0.50001
H: -1.86995 6.69483 -0.68836
C: 3.03025 -2.79876 -2.42078
Cl: -2.50964 8.52669 -5.35502
H: 1.90908 9.48281 -1.39403
H: 0.86886 -7.00565 -3.13967
H: 0.90772 1.56906 -3.41688
H: 2.89752 -2.34459 5.55435
C: 3.68017 -3.85027 -1.29611
C: -7.47744 -1.23846 -0.84076
H: 0.16795 0.06110 -0.60687
C: 2.63097 -1.21204 -0.30360
Cl: -3.12132 7.86685 -2.58204
Cl: -5.12324 4.67893 0.82652
Cl: -3.51597 4.93642 3.24507
H: -0.87898 0.67425 -2.05113
C: 1.82169 -0.48107 -3.02718
H: 5.08670 -6.46577 2.63837
H: 1.69857 10.28268 0.19032
H: 2.72667 -4.86836 0.76765
H: 2.92719 -3.03952 -3.56128
C: 1.48043 -6.10662 -3.03137
Cl: -1.40366 4.69044 0.46999
C: 1.34018 0.98272 -2.47088
C: 0.08468 0.92390 -1.39255
O: 2.47136 1.84508 -1.99187
C: -2.75416 9.16483 -3.72457
H: -4.71285 3.04800 2.48440
C: 1.55565 -2.35756 2.10099
H: 0.83326 -1.03185 -3.40756
H: 3.31334 1.37686 -2.32864
H: 0.62325 -2.21473 6.23254
H: -7.12049 -1.98002 -0.12203
Cl: 5.28076 -8.76632 2.14175
C: -3.55356 -0.75891 -2.06321
O: -1.59010 -3.42440 3.73471
O: 2.97649 -0.07653 0.30622
Cl: -7.74776 -2.03011 -2.39819
Cl: 2.98692 -7.01953 1.71039
N: -0.21359 2.27179 -0.74134
Cl: -2.18889 -0.61366 -3.17745
C: 2.49889 -1.47013 -1.91399
Cl: 1.57133 7.93020 0.35303
H: -3.58761 9.87124 -3.74039

HOMO energy = -8.63 eV
Kohn-Sham gap = 0.2671 hartree
Net charge = 0
LUMO = -1.4 eV
Spin multiplicity = 1
SMILES = NC[C@@H](O)CC1=CC(=O)C=C(CCCCS(=O)(=O)O)C1=O.ClCCl.ClCCl.ClCCl.ClCCl.ClCCl.ClCCl.ClCCl.ClCCl

=====

Number 1: largest force on an atom 0.5 eV Å⁻¹. Number 2: largest force on an atom 2.6 eV Å⁻¹. Number 3: largest force on an atom 8.1 eV Å⁻¹.